Entry 1:
7 unconnected molecules or ions with the total composition C39H89BF3N4O14S, computed with ωB97M-V with the def2-TZVPD basis set.

```
151
C39H89BF3N4O14S | the Open Molecules 2025 dataset | ωB97M-V with the def2-TZVPD basis set
C -0.12863 -3.02440 3.17511
C -1.08416 -3.63133 2.37180
N -2.32056 -2.99957 1.87492
B -3.53244 -3.01545 2.78075
C -4.43720 -4.34046 2.92417
O -3.90831 -1.88294 3.58448
C -2.38096 -2.44073 0.70232
N -1.25142 -2.34067 -0.20755
C -1.21033 -3.23348 -1.37612
O -1.93464 -4.43360 -0.98055
O -2.12430 -5.23255 -2.09439
C -1.15014 -0.84141 -0.43258
C -0.23052 -0.51387 -1.67756
C 1.26487 -1.02977 -1.57701
O 1.47778 -1.97630 -2.66648
C 2.37605 0.08205 -1.75639
F 3.51874 -0.27214 -0.98969
F 2.00903 1.38733 -1.34314
F 2.80532 0.10507 -3.10750
O -0.77997 -0.44130 0.88851
C -0.06158 0.79609 1.00848
C 1.44243 0.51952 1.52640
C 2.30665 1.85356 1.69581
C 1.45932 3.19213 1.79439
C -2.75448 -0.55836 -0.58677
C -3.27467 0.63893 0.38712
C -4.81061 0.98319 0.24880
C -5.05528 2.31075 1.14372
N -6.45073 2.40892 1.64856
C -3.17626 -0.07093 -2.06664
C -2.80471 1.46587 -2.34478
C -2.24121 1.67200 -3.84622
O -2.89991 0.82907 -4.81176
N -3.45300 -1.73609 0.00975
S -4.61025 -2.62648 -0.86639
C -6.28280 -1.83098 -0.98848
O -4.84627 -3.90188 -0.08616
O -4.23247 -3.03247 -2.24933
H 0.04246 -1.91229 3.15455
H 0.50775 -3.71195 3.81496
H -0.93992 -4.72479 2.10072
H -5.46757 -4.16847 2.49085
H -4.59189 -4.63407 4.01742
H -3.98878 -5.22941 2.38551
H -4.85241 -1.74143 3.37984
H -1.63502 -2.80907 -2.33662
H -0.12766 -3.58548 -1.48842
H -1.21708 -5.34232 -2.47672
H -0.26255 0.62047 -1.80685
H -0.63851 -0.90732 -2.66549
H 1.40795 -1.64936 -0.63082
H 1.75741 -2.81278 -2.25497
H -0.54288 1.35952 1.87955
H -0.10995 1.50792 0.13719
H 1.96036 -0.30059 0.95207
H 1.29740 0.10972 2.58521
H 2.86653 1.76032 2.68511
H 3.09303 1.96913 0.89508
H 0.59761 3.09118 2.53720
H 1.08883 3.59397 0.80186
H 2.12827 4.01696 2.23386
H -3.14002 0.21573 1.44234
H -2.58371 1.54250 0.35325
H -5.16518 1.25374 -0.78435
H -5.40020 0.17011 0.76245
H -4.83615 3.17799 0.42945
H -4.25899 2.35230 1.94400
H -7.04740 1.73251 1.16506
H -6.74805 3.37116 1.44077
H -4.30841 -0.12419 -2.19235
H -2.77851 -0.76858 -2.87635
H -1.99639 1.86206 -1.66407
H -3.76281 2.07524 -2.30739
H -2.46722 2.74492 -4.13892
H -1.12425 1.44574 -3.84412
H -2.21783 0.24225 -5.19139
H -6.62274 -1.58306 0.07200
H -7.01580 -2.61349 -1.36601
H -6.29209 -0.87905 -1.58828
C 1.71727 -8.31665 -4.63942
C 0.80537 -7.80167 -3.53777
C -0.62682 -8.26692 -3.74076
O 0.84112 -6.37158 -3.51928
H 1.39616 -7.94405 -5.61714
H 2.74034 -7.96482 -4.48684
H 1.72383 -9.40825 -4.66775
H 1.17029 -8.14764 -2.56770
H -1.02872 -7.89212 -4.68745
H -1.27125 -7.87931 -2.94727
H -0.69228 -9.35694 -3.74246
H 0.52031 -6.05571 -4.37369
C 4.35526 4.76920 6.10967
C 4.85119 4.52243 4.69374
C 5.67828 5.69113 4.18517
O 3.73397 4.31963 3.82744
H 3.71402 5.65519 6.14864
H 3.75295 3.92636 6.45766
H 5.18915 4.91180 6.80089
H 5.45110 3.60911 4.66879
H 5.08004 6.60655 4.15961
H 6.01827 5.50550 3.16308
H 6.55205 5.86299 4.81804
H 3.19858 5.12496 3.84530
C 3.54855 10.04833 2.87817
C 3.28814 8.56484 2.67074
C 2.67076 8.29593 1.30726
O 2.41120 8.08762 3.69228
H 2.61498 10.61782 2.83324
H 3.98151 10.22746 3.86515
H 4.23183 10.43903 2.12068
H 4.22508 8.01126 2.76470
H 1.70703 8.80544 1.20872
H 2.47930 7.22769 1.17655
H 3.32766 8.63403 0.50262
H 1.57902 8.57015 3.61892
C 6.26294 3.15553 -4.44694
C 5.56398 3.64836 -3.18955
C 4.21108 2.98919 -3.01209
O 5.41311 5.06469 -3.26544
H 5.67896 3.40173 -5.33934
H 7.23490 3.64115 -4.56073
H 6.41408 2.07360 -4.41685
H 6.18321 3.43538 -2.31478
H 3.55371 3.22591 -3.85507
H 3.71869 3.36487 -2.11156
H 4.29659 1.90439 -2.93331
H 4.86803 5.26448 -4.03596
C 6.48169 1.45794 0.07108
C 7.36897 0.46336 0.80228
C 8.53074 0.01284 -0.06923
O 6.59406 -0.67231 1.18514
H 6.04840 1.01118 -0.82984
H 5.64534 1.76460 0.70465
H 7.04579 2.34782 -0.21884
H 7.75250 0.91782 1.71902
H 8.16865 -0.48697 -0.97333
H 9.15296 -0.70938 0.46439
H 9.15416 0.85982 -0.36526
H 6.25084 -1.08105 0.38141
C -7.28816 -6.29712 0.11776
C -8.52662 -5.54819 0.58356
C -9.51005 -6.47870 1.27598
O -9.16128 -4.93489 -0.53887
H -7.55083 -7.07608 -0.60485
H -6.59783 -5.61712 -0.38629
H -6.76871 -6.76328 0.95872
H -8.23526 -4.74663 1.26821
H -9.85038 -7.26326 0.59337
H -10.39885 -5.92920 1.59524
H -9.05781 -6.95062 2.15142
H -9.42306 -5.63372 -1.15051
```

Values from the calculation:
M	938.0	g mol⁻¹
LUMO energy	-3.9	eV
frontier orbital gap	7.70	eV
2S+1	1
charge	+1

Mulliken atomic charge list, values in e, 99 entries: C -0.6653; C -0.2207; N 1.4666; B 0.1456; C -0.6184; O -0.5999; C -1.9564; N 0.7565; C -0.5914; O -0.1089; O -0.3842; C 0.0698; C -0.7468; C -1.2835; O -0.6255; C 0.4762; F -0.2354; F -0.2160; F -0.2963; O -0.1728; C -0.5477; C -0.3891; C 0.1796; C -0.7913; C 1.6020; C -1.9344; C -0.0907; C -0.5234; N -0.6497; C -0.9314; C -0.6000; C -0.5951; O -0.5575; N 0.7171; S 1.1029; C -0.8441; O -0.5202; O -0.6763; H 0.1121; H 0.3096; H 0.3517; H 0.1377; H 0.3211; H 0.2247; H 0.2952; H 0.3924; H 0.2937; H 0.3510; H 0.4901; H 0.8363; H 1.0387; H 0.4672; H 0.4958; H -0.0041; H -0.2062; H 0.6412; H 0.3369; H -0.3104; H 0.2582; H 0.2572; H 0.0366; H 0.7623; H 0.4383; H 0.1977; H 0.0392; H 0.2793; H 0.2665; H 0.2457; H 0.2925; H 0.4729; H 0.3472; H -0.0181; H 0.5693; H 0.3661; H 0.2244; H 0.3380; H 0.2459; H 0.4019; H 0.2874; C -1.2987; C 0.3647; C -1.2134; O -0.4990; H 0.3525; H 0.3218; H 0.3802; H 0.2457; H 0.3179; H 0.2688; H 0.4161; H 0.3371; C -1.3243; C 0.3156; C -1.0825; O -0.3698; H 0.3140; H 0.3229; H 0.3936; H 0.2906

=====

Entry 2:
7 unconnected molecules or ions with the total composition C39H90F6N5O9S2, computed with ωB97M-V with the def2-TZVPD basis set.

```
151
C39H90F6N5O9S2 | the Open Molecules 2025 dataset | ωB97M-V with the def2-TZVPD basis set
C 0.20197 4.83370 2.43874
N -0.54327 3.88471 3.38528
C 0.55264 3.11699 4.17624
C -1.28852 4.80998 4.35438
C -1.38035 2.87068 2.56098
C -2.67672 3.43863 1.89293
O -3.66445 3.66777 2.88649
H 0.70975 4.27150 1.65461
H 0.99336 5.39792 2.93081
H -0.46611 5.54434 1.95463
H 1.12068 3.80814 4.79796
H 1.13625 2.68861 3.36289
H 0.12154 2.40013 4.87545
H -2.07520 5.28089 3.76746
H -0.61674 5.60043 4.68356
H -1.66448 4.14103 5.12619
H -1.51431 2.01562 3.22122
H -0.69528 2.57618 1.76547
H -2.94974 2.70894 1.12889
H -2.42549 4.35516 1.35215
H -4.43676 3.85718 2.34404
C 5.29176 -0.91657 5.29620
N 3.74606 -0.88594 5.37507
C 3.14944 -2.26911 5.68744
C 3.30687 0.06487 6.52312
C 3.07095 -0.40394 4.03836
C 3.59734 -1.04609 2.72803
O 4.97276 -0.87975 2.45092
H 5.65714 -0.10076 4.67500
H 5.58344 -1.84731 4.81511
H 5.68673 -0.72295 6.29191
H 2.06136 -2.21936 5.73961
H 3.48915 -2.77121 6.59177
H 3.32644 -2.92751 4.83688
H 3.64121 -0.38260 7.45581
H 2.24776 0.18204 6.29562
H 3.83067 0.99715 6.31340
H 3.02608 0.68576 4.05007
H 2.02213 -0.66131 4.17419
H 3.11048 -0.46822 1.94013
H 3.30045 -2.09296 2.70932
H 5.22692 0.01816 2.22567
C -2.59866 3.69470 -2.80344
N -3.19196 3.01976 -4.02456
C -2.29408 3.20985 -5.25190
C -3.28950 1.56011 -3.60841
C -4.59303 3.60784 -4.28940
C -5.50629 2.78637 -5.23270
O -4.99521 2.74458 -6.52696
H -2.71535 4.77270 -2.91319
H -1.54958 3.46189 -2.63034
H -3.16514 3.34350 -1.94286
H -2.36072 4.23182 -5.62168
H -2.58879 2.53486 -6.05326
H -1.25575 3.01541 -4.98618
H -2.26046 1.22724 -3.74943
H -3.82168 0.97313 -4.35578
H -3.59649 1.27908 -2.60336
H -4.44846 4.64741 -4.58061
H -5.07466 3.62558 -3.31050
H -6.48033 3.27495 -5.28953
H -5.67707 1.76704 -4.88747
H -5.41039 3.30433 -7.18696
C 8.24454 0.85615 -1.88267
C 7.10458 1.08714 -0.88276
C 5.69586 0.44435 -1.21902
C 5.02346 1.19120 -2.38144
N 3.48881 1.03370 -2.54134
C 2.73456 1.47889 -1.29321
C 2.74280 2.99897 -1.25085
C 2.84730 3.41917 -2.73503
C 2.96096 2.09915 -3.54444
C 3.06238 -0.34804 -3.07563
C 3.56022 -1.54747 -2.28928
C 2.93912 -2.85869 -2.68289
H 8.08459 1.15693 -2.91770
H 8.59094 -0.17597 -1.94391
H 9.03770 1.45358 -1.43242
H 6.99878 2.17306 -0.88828
H 7.29079 0.70898 0.12167
H 5.08126 0.68793 -0.34879
H 5.72686 -0.64231 -1.20813
H 5.52044 0.97012 -3.32695
H 5.15778 2.26909 -2.28527
H 1.69483 1.18889 -1.44602
H 3.11728 0.95461 -0.41977
H 1.85153 3.35101 -0.73461
H 3.63073 3.26066 -0.67394
H 1.86928 3.83601 -2.97273
H 3.64086 4.15039 -2.87366
H 1.96915 1.81759 -3.89408
H 3.65999 2.08257 -4.37952
H 3.34700 -0.33610 -4.12708
H 1.97493 -0.38611 -2.99159
H 3.52740 -1.39146 -1.20998
H 4.62219 -1.72642 -2.46828
H 3.01123 -3.01684 -3.75849
H 1.93397 -2.87488 -2.25767
H 3.41994 -3.71755 -2.21458
C 0.29845 -4.58892 -0.29925
C -0.87693 -4.96208 0.59366
C -2.25599 -4.98742 -0.01867
C -2.76682 -3.65710 -0.48558
N -4.20197 -3.54409 -1.03296
C -4.77925 -2.11862 -0.94757
C -5.17472 -1.94142 0.51733
C -5.27759 -3.31948 1.14847
C -5.19878 -4.25897 -0.11267
C -4.29459 -4.25349 -2.36788
C -3.69472 -3.43406 -3.49574
C -3.87754 -4.17654 -4.86742
H 1.27755 -4.60872 0.17678
H 0.09773 -3.53217 -0.49472
H 0.31902 -5.00539 -1.30632
H -0.95637 -4.34998 1.49495
H -0.70440 -5.94782 1.02968
H -2.90811 -5.56607 0.63586
H -2.23051 -5.65454 -0.88585
H -2.14396 -3.13826 -1.21132
H -2.80826 -3.05005 0.42094
H -5.56356 -1.93602 -1.68111
H -4.06518 -1.31239 -1.11822
H -6.08396 -1.35406 0.64550
H -4.45404 -1.37580 1.10936
H -6.24615 -3.47320 1.62403
H -4.53665 -3.59426 1.89772
H -6.16609 -4.46934 -0.56471
H -4.80502 -5.20608 0.25303
H -5.35935 -4.38408 -2.56487
H -3.88409 -5.25273 -2.23057
H -2.64662 -3.19995 -3.29797
H -4.09543 -2.41949 -3.52007
H -3.26746 -3.79523 -5.68526
H -4.90161 -3.97125 -5.18066
H -3.69175 -5.24288 -4.74783
C -0.01387 -0.67365 0.37543
F -0.54479 -1.70034 1.02873
F 0.51929 0.09026 1.30830
F 0.92145 -1.07264 -0.49854
S -1.41488 0.16764 -0.67892
O -2.52173 0.42436 0.26797
O -0.87195 1.42407 -1.21036
O -1.79696 -0.81612 -1.70404
C -0.77690 -2.10207 4.60430
F -0.34102 -3.12558 5.38614
F 0.22605 -1.78226 3.80979
F -1.80054 -2.58630 3.87241
S -1.36509 -0.59984 5.68645
O -2.54843 -1.01246 6.41371
O -0.19723 -0.41496 6.52373
O -1.62299 0.51052 4.78969
```

Values from the calculation:
M	951.3	g mol⁻¹
LUMO energy	-6.0	eV
frontier orbital gap	7.87	eV
2S+1	1
charge	+3

Mulliken atomic charge list, values in e, 99 entries: C -0.9597; N 0.2799; C -0.9731; C -0.8797; C 0.3629; C -0.5323; O -0.5201; H 0.2964; H 0.4010; H 0.4472; H 0.4149; H 0.3500; H 0.3812; H 0.3883; H 0.3938; H 0.3599; H 0.2829; H -0.3238; H 0.2776; H 0.2839; H 0.3490; C -0.8032; N 0.1489; C -0.8543; C -0.7901; C -0.1810; C 0.2949; O -0.6050; H 0.3470; H 0.3397; H 0.3357; H 0.2718; H 0.4471; H 0.3545; H 0.3583; H 0.3215; H 0.4079; H 0.3362; H -0.3023; H -0.3438; H 0.4700; H 0.3881; C -0.8020; N 0.5599; C -0.7435; C -1.3718; C -0.4860; C -0.5920; O -0.5092; H 0.4406; H -0.0522; H 0.5110; H 0.3465; H 0.3891; H 0.2042; H 0.3861; H 0.5647; H 0.3240; H 0.4603; H 0.3745; H 0.4441; H 0.2704; H 0.3332; C -1.2838; C -0.6571; C 0.0877; C -0.9561; N 0.3659; C 0.6115; C -0.4252; C -1.0175; C -0.6896; C -0.4964; C -0.1028; C -1.5003; H 0.3367; H 0.3362; H 0.3971; H 0.3648; H 0.3925; H -0.2010; H 0.4085; H 0.4022; H 0.4980; H -0.5203; H -0.1157; H 0.2242; H 0.3704; H 0.4297; H 0.3726; H 0.4176; H 0.5032; H 0.6725; H 0.1966; H 0.1158; H 0.3963; H 0.3762; H 0.1052; H 0.4535